[1]
The following is a quantum chemistry calculation of a structure of composition C21H55BaNO16P3, from the OMol25 dataset.

Each line ends with the Mulliken charge.
Geometry (Å):
Ba: -1.48799 -1.28684 1.67483  1.440
O: -3.94620 -1.98556 2.16297  -0.918
H: -4.70334 -1.66924 1.63269  0.009
O: -1.91583 0.03105 3.88323  -0.986
H: -1.24538 0.72717 4.02615  0.053
O: -1.41474 -3.76675 2.56680  -1.026
H: -0.62875 -3.65755 3.13673  0.102
C: -1.99602 -2.74712 -1.96361  0.648
O: -2.06450 -2.35407 -0.80514  -0.301
N: -2.35464 -3.97749 -2.35983  0.135
C: -2.27474 -4.41569 -3.76803  -0.967
C: -2.69390 -5.13051 -1.52701  -1.079
H: -1.62417 -2.22486 -2.85869  -0.203
H: -2.03338 -3.53552 -4.36398  0.264
H: -3.13677 -4.97004 -4.13913  0.323
H: -1.51588 -5.17080 -3.97307  0.369
H: -3.54087 -5.65560 -1.96863  0.359
H: -1.83759 -5.80367 -1.48606  0.317
H: -3.06589 -4.84218 -0.54385  0.325
C: 2.35419 2.86047 0.01600  -1.164
C: 0.90986 2.87159 -0.56197  -0.018
O: 0.67435 1.95309 -1.61195  -0.299
P: 0.81090 0.32277 -1.48915  -0.201
O: 0.15182 -0.36928 -0.34078  0.298
O: 0.23006 -0.21288 -2.93219  0.091
C: 0.65433 0.47114 -4.12081  0.122
C: 1.00673 -0.52036 -5.23176  -1.444
O: 2.41609 0.01737 -1.58959  -0.131
C: 2.95862 -1.27229 -1.48314  -0.022
C: 4.40930 -1.00193 -1.23249  -1.100
H: 3.14551 3.11800 -0.68797  0.303
H: 2.52572 3.48729 0.89109  0.491
H: 2.57231 1.93842 0.55484  0.096
H: 0.24112 2.67793 0.27671  0.151
H: 0.55645 3.81898 -0.96898  0.358
H: -0.20052 1.10112 -4.36669  -0.096
H: 1.49588 1.14158 -3.94649  0.367
H: 0.20106 -1.21141 -5.47962  0.275
H: 1.14541 0.06670 -6.13963  0.410
H: 1.86037 -1.15935 -5.00573  0.309
H: 2.43860 -1.71827 -0.63533  0.301
H: 2.80284 -1.74814 -2.45134  0.164
H: 4.57872 -0.65058 -0.21468  -0.021
H: 5.00475 -1.90795 -1.34500  0.393
H: 4.66631 -0.18797 -1.91036  0.412
C: -3.13180 2.32719 -4.29437  -1.205
C: -2.43375 2.76618 -3.04467  -0.408
O: -2.23617 1.64421 -2.19437  0.621
P: -3.06604 1.70027 -0.73946  -0.757
O: -2.54078 0.81850 0.36461  0.374
O: -3.07563 3.24279 -0.24283  -0.352
C: -3.69733 3.65970 0.94802  -0.348
C: -2.84013 3.57959 2.18115  -0.652
O: -4.63450 1.42255 -1.13126  -0.382
C: -5.06544 0.07070 -1.37235  0.101
C: -4.93621 -0.34813 -2.79986  -0.929
H: -4.08908 1.87992 -4.02665  0.228
H: -3.30218 3.27526 -4.80450  0.430
H: -2.47131 1.79131 -4.97605  0.240
H: -1.40265 2.99694 -3.31242  0.252
H: -3.03192 3.53886 -2.56170  0.494
H: -3.88941 4.72368 0.80961  0.276
H: -4.66002 3.25058 1.25453  0.329
H: -2.37813 2.59479 2.25057  0.003
H: -1.99539 4.26618 2.23678  0.278
H: -3.41272 3.62855 3.10735  0.352
H: -4.56572 -0.54222 -0.62222  0.039
H: -6.11435 -0.02402 -1.09143  0.320
H: -3.91862 -0.22190 -3.16956  -0.048
H: -5.25984 -1.38414 -2.90011  0.414
H: -5.56738 0.18636 -3.50982  0.346
C: 5.47897 -2.27189 2.18934  -1.121
C: 4.04084 -2.80506 2.33938  0.245
O: 3.49225 -2.03258 3.48289  -0.299
P: 2.41935 -0.79973 3.31820  -0.661
O: 1.25349 -1.10581 2.41023  0.371
O: 3.30481 0.47680 2.72951  0.480
C: 4.19661 1.27976 3.54390  -0.199
C: 4.90407 2.41064 2.70302  -1.165
O: 2.16033 -0.51814 4.91955  -0.384
C: 0.97756 0.11985 5.41629  0.248
C: 1.34762 1.22883 6.44237  -1.215
H: 5.56704 -1.21053 1.95725  0.137
H: 6.03111 -2.48407 3.10488  0.354
H: 6.02488 -2.86126 1.45264  0.414
H: 3.62251 -2.54309 1.36754  -0.178
H: 4.08584 -3.85086 2.64333  0.396
H: 3.64969 1.63378 4.41777  0.185
H: 4.95112 0.58029 3.90385  0.362
H: 5.94289 2.56212 2.99628  0.368
H: 4.89149 2.17093 1.63978  0.218
H: 4.26934 3.28433 2.85094  0.307
H: 0.42808 0.59423 4.60318  -0.253
H: 0.24235 -0.55724 5.85115  0.507
H: 2.16751 0.86967 7.06436  0.271
H: 1.67700 2.13003 5.92521  0.253
H: 0.45924 1.40441 7.04905  0.431

Computed properties:
* max |F|: 3.878 eV/Å
* total charge: -1
* highest occupied orbital energy: -2.32 eV
* energy above the lowest of the compared OMol25 structures with the same formula, charge and spin: 2.601 eV

***

[2]
The following is a quantum chemistry calculation of a structure of composition C30H23F3N8O3STi, from the OMol25 dataset.

Each line ends with the Mulliken charge.
Geometry (Å):
Ti: -0.06755 -0.11227 -0.25864  -1.523
C: -4.78156 0.87678 -0.37036  -0.972
C: -4.64965 2.20326 0.01558  -0.558
C: -3.49010 2.58508 0.66621  -1.164
C: -2.48598 1.63523 0.87019  0.662
N: -2.58267 0.37087 0.42315  0.224
C: -3.72175 0.00746 -0.15637  0.017
C: -1.24253 1.91515 1.59506  0.565
C: -1.15555 2.91377 2.55206  -0.729
C: 0.00917 3.04667 3.30340  -1.240
C: 1.04338 2.15801 3.08981  -1.050
C: 0.91398 1.17358 2.10691  0.668
N: -0.21841 1.06053 1.35127  1.692
C: 1.90841 0.16074 1.82235  0.493
C: 3.17056 0.08815 2.42869  -0.788
C: 4.01108 -0.95531 2.11360  -0.854
C: 3.56161 -1.93686 1.22653  -1.124
C: 2.31426 -1.79678 0.65685  -0.372
N: 1.50216 -0.76249 0.91054  1.119
H: -5.68639 0.53136 -0.84214  0.471
H: -5.42949 2.92039 -0.18949  0.506
H: -3.35038 3.60782 0.97562  0.397
H: -3.79542 -1.02879 -0.46087  0.434
H: -2.00117 3.55216 2.74584  0.535
H: 0.09208 3.82042 4.04952  0.487
H: 1.93388 2.21020 3.69364  0.531
H: 3.48263 0.85010 3.12541  0.502
H: 4.99508 -1.01915 2.55039  0.492
H: 4.18064 -2.78295 0.97732  0.515
H: 1.94502 -2.55029 -0.03051  0.560
N: -1.91270 -1.92104 -2.31011  -0.098
C: -1.44890 -2.53965 -1.22130  -0.084
N: -1.05252 -1.92640 -0.12295  1.016
C: -0.78204 -2.83118 0.89100  -0.598
C: -0.43300 -2.51627 2.20313  0.028
C: -0.11843 -3.54511 3.07072  -0.840
C: -0.18226 -4.87681 2.66939  -0.750
C: -0.59967 -5.21262 1.39445  -0.470
C: -0.89901 -4.18197 0.51840  0.832
S: -1.45482 -4.28828 -1.13832  -0.290
H: -1.73384 -0.92250 -2.42150  0.025
H: -2.04159 -2.44920 -3.16011  0.313
H: -0.44688 -1.48219 2.52982  0.209
H: 0.17698 -3.31080 4.08100  0.479
H: 0.07867 -5.65533 3.36695  0.427
H: -0.69661 -6.24170 1.08841  0.454
C: 2.39821 2.00868 -2.88066  -1.200
C: 2.68096 1.54336 -1.46064  -0.314
O: 1.51043 1.63700 -0.63323  -0.209
H: 3.26576 1.83767 -3.50964  0.422
H: 2.16243 3.07092 -2.88295  0.416
H: 1.55575 1.46432 -3.30587  0.184
H: 3.47270 2.15414 -1.00789  0.428
H: 2.98885 0.49423 -1.43608  0.273
H: 1.28038 2.59397 -0.63153  -0.169
F: 2.73364 -1.30005 -4.56662  -0.253
C: 2.25393 -1.80013 -3.43539  0.697
F: 1.95821 -3.09375 -3.64107  -0.271
F: 3.24158 -1.77332 -2.51974  -0.224
C: 0.98952 -1.04339 -2.88369  0.215
O: 0.16058 -0.60524 -3.64797  -0.556
O: 0.97355 -1.02348 -1.61621  0.330
N: -1.06254 0.87282 -1.63257  0.471
C: -1.36631 1.99269 -1.83143  0.878
C: -1.57193 3.32684 -1.91165  -0.308
C: -2.77053 3.96928 -2.23663  -0.136
N: -3.76330 4.49984 -2.45247  -0.531
C: -0.45773 3.98459 -1.38757  0.418
N: 0.50709 4.34721 -0.86903  -0.708

Computed properties:
* expectation value of S²: 0.755
* max |F|: 3.179 eV/Å
* total charge: +1
* highest occupied orbital energy (spin up / spin down): -11.13 / -11.24 eV
* 2S+1: 2
* energy above the lowest of the compared OMol25 structures with the same formula, charge and spin: 1.255 eV

***

[3]
The following is a quantum chemistry calculation of the ion C3H10NS2 with charge +1, from the OMol25 dataset.

Each line ends with the Mulliken charge.
Geometry (Å):
C: 1.39716 -0.30239 0.40464  -1.075
C: -2.66052 -1.08240 0.54245  -0.718
C: 0.90017 1.12738 0.08893  -0.134
N: 0.84930 1.17048 -1.38892  -0.263
S: -2.10933 0.43329 -0.40007  -0.089
S: -0.76196 1.51983 0.80874  0.008
H: 2.27150 -0.61277 -0.12465  0.490
H: 0.56644 -0.96114 0.23351  0.269
H: 1.79700 -0.26987 1.47151  0.292
H: -2.02043 -1.72217 -0.03524  0.253
H: -3.72454 -1.24939 0.35621  0.342
H: -2.36138 -0.95761 1.52047  0.316
H: 1.51710 2.04613 0.40158  0.366
H: 1.57531 0.60168 -1.69695  0.313
H: 0.98886 2.01214 -1.88808  0.309
H: -0.21761 0.81005 -1.65721  0.322

Computed properties:
* max |F|: 4.446 eV/Å
* total charge: +1
* highest occupied orbital energy: -13.23 eV
* energy above the lowest of the compared OMol25 structures with the same formula, charge and spin: 1.259 eV

***

[4]
The following is a quantum chemistry calculation of the molecule C26H39N3O6, from the OMol25 dataset.

Each line ends with the Mulliken charge.
Geometry (Å):
C: 4.42339 3.89507 0.88174  -1.769
H: 3.66380 4.29902 1.54758  0.433
H: 5.35718 3.82684 1.43437  0.424
H: 4.56499 4.58933 0.05582  0.361
C: 4.01427 2.51955 0.35644  0.960
C: 5.14420 1.93551 -0.48929  -1.431
H: 5.36416 2.59051 -1.33045  0.393
H: 6.04666 1.83427 0.10956  0.388
H: 4.88047 0.95530 -0.87508  0.242
C: 2.70704 2.62730 -0.44796  -1.386
H: 2.14461 3.50003 -0.11152  0.310
H: 2.93290 2.76752 -1.50701  0.351
C: 1.79615 1.39212 -0.29912  0.299
N: 2.43153 0.20726 -0.81925  0.359
C: 2.96923 -0.76166 -0.05389  0.531
O: 2.90308 -0.76108 1.16747  -0.836
O: 3.58542 -1.66374 -0.80770  -0.610
C: 4.27568 -2.79392 -0.21224  1.671
C: 5.48668 -2.28967 0.57286  -1.592
H: 6.03104 -3.13349 0.98699  0.458
H: 5.16248 -1.64713 1.38746  0.325
H: 6.15067 -1.72493 -0.07857  0.355
C: 4.71716 -3.62144 -1.41913  -1.768
H: 5.30632 -4.47248 -1.09124  0.422
H: 3.84499 -3.97776 -1.96004  0.413
H: 5.31647 -3.01164 -2.09029  0.403
C: 3.33772 -3.60643 0.67752  -1.485
H: 3.77640 -4.58083 0.87390  0.523
H: 3.16967 -3.09841 1.62278  0.289
H: 2.37834 -3.73697 0.18302  0.285
H: 2.42096 0.09853 -1.82364  0.333
H: 1.58370 1.22129 0.75722  0.647
C: 0.53484 1.65757 -1.12270  0.377
O: 0.47671 1.28314 -2.28265  -0.722
N: -0.45720 2.36805 -0.54479  0.243
C: -0.52073 2.72024 0.86366  -0.816
H: 0.18548 3.52876 1.09160  0.589
C: -1.93453 3.15632 1.25224  -1.450
H: -2.02414 3.11726 2.33804  0.562
H: -2.12132 4.18420 0.93632  0.469
C: -2.98704 2.23990 0.61447  0.345
C: -2.80597 0.82713 1.17322  -0.151
O: -3.33508 0.49097 2.21108  -0.709
N: -1.98973 0.01575 0.47016  0.705
H: -1.59733 0.31683 -0.40712  0.032
C: -1.74574 -1.35739 0.85233  -0.299
C: -0.23213 -1.56654 0.91931  0.002
O: 0.36629 -2.35542 0.23515  -0.612
O: 0.33776 -0.74262 1.77958  -0.551
H: 1.33610 -0.81626 1.73952  0.441
H: -2.17370 -1.46683 1.85584  0.620
C: -2.39996 -2.33422 -0.13799  -1.071
C: -3.81864 -1.91422 -0.39569  0.263
C: -4.80419 -2.13862 0.55680  -0.203
C: -6.09455 -1.68592 0.35283  -0.705
C: -6.41651 -1.00064 -0.80657  -0.494
C: -5.44300 -0.77691 -1.76411  -0.578
C: -4.15161 -1.23020 -1.55737  -0.224
H: -3.39468 -1.05889 -2.31136  0.381
H: -5.68808 -0.24609 -2.67301  0.407
H: -7.42354 -0.64356 -0.96424  0.401
H: -6.85083 -1.86366 1.10280  0.393
H: -4.55641 -2.66633 1.46576  0.385
H: -1.82253 -2.33174 -1.06455  0.383
H: -2.35781 -3.33864 0.28468  0.578
C: -2.91356 2.35416 -0.91504  -0.744
C: -1.54182 2.86510 -1.37291  -1.047
H: -1.52062 3.95976 -1.33665  0.326
H: -1.33493 2.55292 -2.39800  0.569
H: -3.14715 1.39309 -1.37485  -0.019
H: -3.66749 3.06180 -1.26310  0.427
H: -3.97370 2.55702 0.96378  0.598
H: -0.24874 1.84829 1.46423  0.412
H: 3.84363 1.85890 1.21244  0.188

Computed properties:
* max |F|: 0.756 eV/Å
* highest occupied orbital energy: -9.10 eV
* energy above the lowest of the compared OMol25 structures with the same formula, charge and spin: 0.126 eV

***

| no. | DFT total energy (hartree) |
| --- | --- |
| 1 | -3141.5625 |
| 2 | -3368.0107 |
| 3 | -971.1483 |
| 4 | -1629.9819 |